Model A:
# C4H14N3

2 unconnected molecules or ions with the total composition C4H14N3 (ωB97M-V/def2-TZVPD, OMol25).

## Properties
HOMO-LUMO gap = 11.37 eV

Structure (ORCA input):
```
! RIJCOSX wB97M-V def2-TZVPD def2/J DEFGRID3
* xyz 1 1
C 1.636 -1.469 0.775
C -0.685 -0.653 1.232
N 0.316 -0.933 0.400
N -0.354 -0.357 2.491
N -1.956 -0.744 0.815
H -0.061 -0.996 -0.537
H 0.515 0.039 2.799
H -0.982 -0.482 3.277
H -2.303 -0.828 -0.128
H -2.708 -0.544 1.487
H 1.833 -2.548 0.830
H 2.169 -0.938 1.550
H 2.097 -1.369 -0.201
C -0.606 1.284 -2.142
C 0.736 1.658 -1.532
H -1.077 0.389 -1.695
H -1.334 2.090 -2.313
H -0.580 0.726 -3.108
H 1.285 1.300 -0.635
H 0.458 2.687 -1.195
H 1.601 1.687 -2.169
*
```

Löwdin atomic charges, in units of e: atom 1 (C): -0.023, atom 2 (C): -0.428, atom 3 (N): 0.033, atom 4 (N): 0.210, atom 5 (N): 0.211, atom 6 (H): 0.130, atom 7 (H): 0.127, atom 8 (H): 0.138, atom 9 (H): 0.126, atom 10 (H): 0.146, atom 11 (H): 0.103, atom 12 (H): 0.088, atom 13 (H): 0.090, atom 14 (C): -0.164, atom 15 (C): -0.165, atom 16 (H): 0.017, atom 17 (H): 0.082, atom 18 (H): 0.081, atom 19 (H): 0.056, atom 20 (H): 0.080, atom 21 (H): 0.060


Model B:
# C4H14N3

2 unconnected molecules or ions with the total composition C4H14N3 (ωB97M-V/def2-TZVPD, OMol25).

## Properties
HOMO-LUMO gap = 9.57 eV

Structure (ORCA input):
```
! RIJCOSX wB97M-V def2-TZVPD def2/J DEFGRID3
* xyz 1 1
C -1.204 -0.246 1.672
C -0.037 -1.792 0.020
C 1.956 0.414 -0.580
C -0.745 -0.513 0.235
N -1.417 -0.061 -0.874
N 0.861 0.910 0.230
N 0.142 2.087 -0.284
H -2.016 0.508 1.683
H -0.282 0.104 2.150
H -1.553 -1.180 2.135
H 0.659 -1.843 0.768
H -0.857 -2.434 0.047
H 0.549 -1.848 -0.857
H 2.245 -0.572 -0.099
H 1.504 0.265 -1.720
H 2.800 0.975 -0.562
H -2.313 0.422 -0.772
H -1.077 -0.288 -1.791
H -0.707 1.725 -0.865
H -0.121 2.504 0.572
H 0.637 2.860 -0.760
*
```

Löwdin atomic charges, in units of e: atom 1 (C): -0.005, atom 2 (C): -0.025, atom 3 (C): -0.133, atom 4 (C): -0.384, atom 5 (N): 0.105, atom 6 (N): -0.164, atom 7 (N): 0.107, atom 8 (H): 0.094, atom 9 (H): 0.089, atom 10 (H): 0.102, atom 11 (H): 0.068, atom 12 (H): 0.099, atom 13 (H): 0.077, atom 14 (H): 0.099, atom 15 (H): 0.133, atom 16 (H): 0.029, atom 17 (H): 0.133, atom 18 (H): 0.122, atom 19 (H): 0.147, atom 20 (H): 0.132, atom 21 (H): 0.174


Least stable: model B


Model A:
# C3H4N4O

C3H4N4O in the gas phase (ωB97M-V/def2-TZVPD, OMol25).

## Properties
HOMO-LUMO gap = 10.08 eV
SMILES = O=CNc1nc[nH]n1

Structure (ORCA input):
```
! RIJCOSX wB97M-V def2-TZVPD def2/J DEFGRID3
* xyz 0 1
O -1.076 -1.512 -2.341
C -0.102 -0.801 -2.370
N 0.392 -0.029 -1.374
C 0.151 0.035 0.018
N 0.820 1.059 0.786
C 0.224 0.952 2.003
N -0.541 -0.149 1.953
N -0.761 -0.606 0.748
H 0.648 -0.866 -3.183
H 1.068 0.607 -1.690
H 0.293 1.814 2.712
H -1.117 -0.504 2.737
*
```

Löwdin atomic charges, in units of e: atom 1 (O): 0.047, atom 2 (C): -0.359, atom 3 (N): 0.108, atom 4 (C): -0.315, atom 5 (N): 0.091, atom 6 (C): -0.165, atom 7 (N): -0.053, atom 8 (N): 0.097, atom 9 (H): 0.134, atom 10 (H): 0.111, atom 11 (H): 0.134, atom 12 (H): 0.169


Model B:
# C3H4N4O

C3H4N4O in the gas phase (ωB97M-V/def2-TZVPD, OMol25).

## Properties
HOMO-LUMO gap = 8.62 eV
SMILES = O/N=c1\cc[nH]nn1

Structure (ORCA input):
```
! RIJCOSX wB97M-V def2-TZVPD def2/J DEFGRID3
* xyz 0 1
O 2.492 0.403 -0.104
N 1.758 -0.691 -0.118
C 0.518 -0.431 -0.097
C 0.145 1.111 0.140
C -1.166 1.373 0.009
N -2.010 0.247 -0.212
N -1.687 -1.061 0.064
N -0.429 -1.399 0.240
H 3.372 0.130 0.259
H 0.925 1.921 0.565
H -1.618 2.322 0.335
H -3.026 0.415 -0.466
*
```

Löwdin atomic charges, in units of e: atom 1 (O): -0.090, atom 2 (N): -0.020, atom 3 (C): -0.337, atom 4 (C): -0.003, atom 5 (C): -0.132, atom 6 (N): -0.047, atom 7 (N): 0.009, atom 8 (N): 0.065, atom 9 (H): 0.134, atom 10 (H): 0.148, atom 11 (H): 0.114, atom 12 (H): 0.160


Model C:
# C3H4N4O

C3H4N4O in the gas phase (ωB97M-V/def2-TZVPD, OMol25).

## Properties
HOMO-LUMO gap = 9.78 eV
SMILES = [H]/N=C\Nc1cnon1

Structure (ORCA input):
```
! RIJCOSX wB97M-V def2-TZVPD def2/J DEFGRID3
* xyz 0 1
H -1.308 2.070 0.198
N -1.992 1.391 -0.322
C -1.811 0.095 -0.264
N -0.662 -0.862 0.132
C 0.523 -0.320 0.130
C 1.858 -0.738 -0.129
N 2.624 0.280 0.184
O 1.805 1.336 0.681
N 0.498 0.903 0.680
H -2.640 -0.498 -0.601
H -0.961 -1.887 -0.196
H 2.065 -1.771 -0.492
*
```

Löwdin atomic charges, in units of e: atom 1 (H): 0.083, atom 2 (N): 0.066, atom 3 (C): -0.204, atom 4 (N): 0.045, atom 5 (C): -0.430, atom 6 (C): -0.059, atom 7 (N): 0.084, atom 8 (O): -0.082, atom 9 (N): 0.086, atom 10 (H): 0.080, atom 11 (H): 0.196, atom 12 (H): 0.135


Model D:
# C3H4N4O

C3H4N4O in the gas phase (ωB97M-V/def2-TZVPD, OMol25).

## Properties
HOMO-LUMO gap = 10.34 eV
SMILES = [H]/N=C\n1cnc(O)n1

Structure (ORCA input):
```
! RIJCOSX wB97M-V def2-TZVPD def2/J DEFGRID3
* xyz 0 1
H -0.026 0.734 2.455
N 0.485 -0.104 2.721
C 0.723 -0.835 1.736
N 0.452 -0.503 0.368
C 0.528 -1.179 -0.772
N -0.041 -0.451 -1.718
C -0.468 0.642 -1.030
O -1.240 1.571 -1.517
N -0.233 0.698 0.275
H 1.142 -1.723 1.863
H 0.983 -2.208 -0.876
H -1.527 1.381 -2.424
*
```

Löwdin atomic charges, in units of e: atom 1 (H): 0.045, atom 2 (N): 0.133, atom 3 (C): -0.205, atom 4 (N): -0.105, atom 5 (C): -0.131, atom 6 (N): 0.135, atom 7 (C): -0.513, atom 8 (O): 0.115, atom 9 (N): 0.174, atom 10 (H): 0.068, atom 11 (H): 0.156, atom 12 (H): 0.130


Least stable: model B


Model A:
# C3H4N4O

2 unconnected molecules or ions with the total composition C3H4N4O (ωB97M-V/def2-TZVPD, OMol25).

## Properties
HOMO-LUMO gap = 9.59 eV
SMILES = O=c1[nH]cn[nH]1.C#N

Structure (ORCA input):
```
! RIJCOSX wB97M-V def2-TZVPD def2/J DEFGRID3
* xyz 0 1
O -0.834 -1.091 -0.221
C -0.574 -0.014 0.205
N 0.495 0.433 0.946
C 0.303 1.743 1.238
N -0.833 2.175 0.778
N -1.402 1.081 0.079
H 1.398 0.013 1.099
H 1.023 2.227 1.926
H -2.230 1.090 -0.453
C 0.789 -2.580 -1.857
N 0.927 -1.500 -1.530
H 0.938 -3.576 -2.208
*
```

Löwdin atomic charges, in units of e: atom 1 (O): 0.004, atom 2 (C): -0.586, atom 3 (N): 0.138, atom 4 (C): -0.198, atom 5 (N): 0.050, atom 6 (N): 0.095, atom 7 (H): 0.151, atom 8 (H): 0.133, atom 9 (H): 0.134, atom 10 (C): -0.049, atom 11 (N): 0.070, atom 12 (H): 0.057


Model B:
# C3H4N4O

C3H4N4O in the gas phase (ωB97M-V/def2-TZVPD, OMol25).

## Properties
HOMO-LUMO gap = 10.56 eV
SMILES = [H]/N=C(/N)c1ncno1

Structure (ORCA input):
```
! RIJCOSX wB97M-V def2-TZVPD def2/J DEFGRID3
* xyz 0 1
H -1.275 -0.880 1.776
N -1.748 -1.126 0.890
C -0.993 -0.768 -0.035
N -1.268 -0.910 -1.405
C 0.120 0.149 0.313
N 1.119 0.273 -0.528
C 1.743 1.504 -0.002
N 1.330 1.745 1.202
O 0.238 0.884 1.405
H -1.720 -1.815 -1.338
H -0.247 -0.915 -1.755
H 2.703 1.859 -0.524
*
```

Löwdin atomic charges, in units of e: atom 1 (H): 0.069, atom 2 (N): 0.158, atom 3 (C): -0.471, atom 4 (N): 0.113, atom 5 (C): -0.345, atom 6 (N): 0.134, atom 7 (C): -0.124, atom 8 (N): 0.088, atom 9 (O): 0.029, atom 10 (H): 0.090, atom 11 (H): 0.114, atom 12 (H): 0.146


Model C:
# C3H4N4O

C3H4N4O in the gas phase (ωB97M-V/def2-TZVPD, OMol25).

## Properties
HOMO-LUMO gap = 7.99 eV
SMILES = N/N=c1/ccnno1

Structure (ORCA input):
```
! RIJCOSX wB97M-V def2-TZVPD def2/J DEFGRID3
* xyz 0 1
N 0.135 1.171 2.144
N -0.602 0.175 1.556
C -0.279 -0.071 0.371
C -0.470 -1.177 -0.475
C 0.007 -1.269 -1.757
N 0.782 -0.095 -2.153
N 0.932 0.883 -1.486
O 0.309 1.042 -0.252
H 0.492 2.004 1.528
H -0.381 1.382 2.990
H -1.113 -1.873 -0.051
H 0.187 -2.171 -2.415
*
```

Löwdin atomic charges, in units of e: atom 1 (N): 0.003, atom 2 (N): 0.017, atom 3 (C): -0.387, atom 4 (C): -0.001, atom 5 (C): -0.034, atom 6 (N): 0.004, atom 7 (N): 0.011, atom 8 (O): -0.051, atom 9 (H): 0.141, atom 10 (H): 0.079, atom 11 (H): 0.094, atom 12 (H): 0.124


Least stable: model C


Model A:
# C4H7N5

C4H7N5 in the gas phase (ωB97M-V/def2-TZVPD, OMol25).

## Properties
HOMO-LUMO gap = 8.43 eV
SMILES = Nc1[nH]nc2c1CNN2

Structure (ORCA input):
```
! RIJCOSX wB97M-V def2-TZVPD def2/J DEFGRID3
* xyz 0 1
N 2.445 -0.869 0.139
C 1.351 -0.054 -0.016
N 1.494 1.301 -0.013
N 0.345 2.007 0.012
C -0.546 1.045 0.029
C -0.029 -0.266 -0.082
C -1.214 -1.169 0.119
N -2.460 -0.251 -0.023
N -1.906 1.048 0.050
H 3.366 -0.481 -0.005
H 2.419 -1.714 -0.384
H 2.375 1.856 -0.182
H -1.117 -1.618 1.139
H -1.417 -2.001 -0.561
H -2.735 -0.439 -0.974
H -2.370 1.604 0.750
*
```

Löwdin atomic charges, in units of e: atom 1 (N): 0.118, atom 2 (C): -0.312, atom 3 (N): -0.023, atom 4 (N): 0.072, atom 5 (C): -0.372, atom 6 (C): -0.095, atom 7 (C): -0.121, atom 8 (N): -0.029, atom 9 (N): -0.009, atom 10 (H): 0.090, atom 11 (H): 0.083, atom 12 (H): 0.176, atom 13 (H): 0.110, atom 14 (H): 0.099, atom 15 (H): 0.086, atom 16 (H): 0.126


Model B:
# C4H7N5

C4H7N5 in the gas phase (ωB97M-V/def2-TZVPD, OMol25).

## Properties
HOMO-LUMO gap = 8.42 eV
SMILES = [H]/N=C\n1/c(=N\[H])ccn1N

Structure (ORCA input):
```
! RIJCOSX wB97M-V def2-TZVPD def2/J DEFGRID3
* xyz 0 1
H -0.740 -2.061 -1.099
N -1.244 -2.154 -0.144
C -0.792 -1.339 0.757
N 0.211 -0.305 0.669
C -0.508 1.031 1.070
N -1.485 1.308 1.984
H -1.916 0.370 2.329
C -0.009 1.922 0.221
C 0.664 1.280 -0.826
N 0.416 -0.039 -0.793
N 1.562 -0.769 -1.618
H -1.426 -1.437 1.730
H -0.035 2.880 0.341
H 1.418 1.576 -1.548
H 1.331 -1.565 -2.023
H 2.553 -0.695 -1.052
*
```

Löwdin atomic charges, in units of e: atom 1 (H): 0.058, atom 2 (N): 0.073, atom 3 (C): -0.277, atom 4 (N): 0.045, atom 5 (C): -0.354, atom 6 (N): 0.102, atom 7 (H): 0.046, atom 8 (C): -0.046, atom 9 (C): -0.058, atom 10 (N): -0.119, atom 11 (N): 0.089, atom 12 (H): 0.127, atom 13 (H): 0.055, atom 14 (H): 0.124, atom 15 (H): -0.026, atom 16 (H): 0.162


Least stable: model B